[1]
{
  "formula": "C12H25ClDyNO2P2",
  "method": "the ωB97M-V functional and the def2-TZVPD basis",
  "e_above_lowest_kcal_mol": 134.5,
  "total_charge": 2,
  "lumo_energy_ev": [-8.669, -6.525],
  "orbital_gap_ev": [5.41, 7.95],
  "multiplicity": 6,
  "e_homo_ev": [-14.078, -14.471],
  "total_energy_ev": -73598.45663,
  "s_squared": 9.82,
  "symbols": ["Dy", "P", "C", "C", "N", "C", "C", "C", "C", "C", "P", "H", "H", "H", "H", "H", "H", "H", "H", "O", "H", "H", "O", "H", "C", "H", "H", "H", "C", "H", "H", "H", "C", "H", "H", "H", "C", "H", "H", "H", "Cl", "C", "H", "H"],
  "positions_angstrom": [[0.216, -0.327, 1.165], [-2.732, -0.267, 0.836], [-2.263, -1.263, -0.605], [-1.352, -0.549, -1.640], [-0.268, 0.196, -1.178], [0.507, 0.861, -2.076], [0.181, 0.901, -3.421], [-0.877, 0.168, -3.940], [-1.602, -0.665, -3.005], [1.738, 1.622, -1.522], [2.346, 1.066, 0.218], [-2.416, -1.362, -3.292], [0.715, 1.533, -4.094], [-1.228, 0.163, -4.940], [2.613, 1.518, -2.180], [1.511, 2.690, -1.397], [-1.345, -2.142, 0.043], [-3.067, -1.857, -1.108], [3.451, -2.859, 1.813], [-0.426, -2.389, 0.613], [-0.175, -3.270, 0.365], [1.542, -1.070, 2.239], [3.078, -2.215, 2.395], [2.714, -2.673, 3.259], [3.858, 0.187, -0.301], [4.570, 0.885, -0.762], [4.335, -0.275, 0.573], [3.601, -0.587, -1.034], [3.094, 2.654, 0.747], [3.142, 2.672, 1.844], [4.114, 2.781, 0.353], [2.474, 3.510, 0.434], [-3.721, 0.935, -0.122], [-4.627, 0.455, -0.522], [-3.976, 1.775, 0.530], [-3.105, 1.311, -0.953], [-3.888, -1.464, 1.641], [-4.180, -1.058, 2.618], [-4.790, -1.642, 1.031], [-3.377, -2.424, 1.828], [1.103, -0.358, 3.617], [-0.316, 0.672, 3.142], [-1.195, 0.449, 3.742], [0.020, 1.707, 3.047]]
}

[2]
{
  "formula": "C12H25ClI2NP2Ru",
  "method": "the ωB97M-V functional and the def2-TZVPD basis",
  "e_above_lowest_kcal_mol": 37.4,
  "total_charge": 3,
  "lumo_energy_ev": [-11.058, -12.311],
  "orbital_gap_ev": [5.67, 4.27],
  "multiplicity": 5,
  "e_homo_ev": [-16.730, -16.576],
  "total_energy_ev": -64191.31562,
  "s_squared": 6.04,
  "symbols": ["I", "I", "Ru", "P", "C", "C", "H", "H", "H", "H", "H", "H", "C", "H", "H", "H", "P", "C", "C", "H", "H", "H", "C", "H", "H", "H", "H", "H", "H", "Cl", "N", "C", "C", "C", "C", "C", "C", "H", "H", "H", "H", "H", "H", "H"],
  "positions_angstrom": [[-0.023, 1.902, 0.532], [0.061, -0.763, 0.108], [0.022, -1.085, -3.401], [-1.684, -0.031, -2.465], [-2.963, -0.002, -1.148], [-2.366, 1.327, -3.470], [-3.282, 0.943, -3.911], [-2.998, -1.156, -4.052], [-1.644, 1.585, -4.246], [-1.557, -2.196, -3.899], [-2.997, 0.938, -0.594], [-2.608, 2.178, -2.822], [-2.303, -1.574, -3.312], [-3.937, -0.123, -1.632], [-2.770, -2.210, -2.531], [-2.875, -0.800, -0.413], [1.748, 0.062, -2.518], [3.040, 0.143, -1.183], [2.400, -1.482, -3.344], [1.654, 1.611, -4.342], [3.327, 1.078, -3.951], [2.556, 2.302, -2.902], [2.369, 1.418, -3.538], [1.670, -2.164, -3.890], [3.041, -1.059, -4.135], [4.002, 0.014, -1.689], [2.956, -0.658, -0.448], [2.927, -2.086, -2.567], [3.055, 1.109, -0.669], [0.017, -0.318, -5.430], [-0.095, 0.416, 3.348], [-0.033, 0.307, 4.686], [1.126, -0.264, 5.300], [1.102, -0.545, 6.658], [-0.064, -0.263, 7.401], [-1.223, 0.260, 6.795], [-1.215, 0.556, 5.438], [0.751, 0.358, 2.804], [-0.859, 0.907, 2.864], [2.004, -0.483, 4.669], [1.989, -1.007, 7.127], [-0.102, -0.563, 8.461], [-2.125, 0.470, 7.386], [-2.093, 0.949, 4.926]]
}